Density functional theory data (ωB97M-V/def2-TZVPD) for 5 unconnected molecules or ions with the total composition C29H53INO16PS4 at a distorted geometry.

Atoms and positions in Å:
P -4.13627 3.85329 6.09558
H 1.15816 -5.51028 -8.31617
H 3.37972 -4.42219 -0.04488
S 0.60918 -3.50174 -7.19234
H 0.98500 -2.06697 7.45664
H 1.71968 -4.66020 -0.58058
C 0.31420 -4.81947 -8.34474
C 2.40506 0.06698 -0.33995
H -5.44698 4.41371 -0.91036
H 1.35309 -0.13976 -0.13766
H 3.96063 -3.38883 -2.26530
S -7.12253 2.31561 1.37744
C 0.36104 0.69286 2.68958
O 3.33208 0.09028 -10.38618
H -5.25042 4.35178 0.84042
H 2.81426 0.70642 0.44581
C 2.77267 -0.99456 8.38565
H 3.37283 -0.02139 8.12356
C 2.75691 -4.59934 -0.92473
C 0.53891 1.42386 10.33470
O 3.61500 0.01861 -12.87613
O 3.08340 -2.09241 0.96781
H 0.98722 -1.17244 4.04507
H 6.96528 0.07909 -13.28907
H 1.63552 0.85809 6.64245
H -4.25767 2.04876 0.62575
H 3.42496 -1.52835 -7.98014
H -9.27221 1.46332 1.79825
C 2.91765 -3.48544 -1.94354
H -4.55735 2.07223 -1.10890
H 2.50295 -2.14347 6.31170
N 0.80497 0.28733 9.34940
C 1.82303 -0.75509 9.74176
H 1.06291 -1.64865 -11.10188
C -1.30773 1.20760 8.54726
H -3.81425 4.25440 3.53118
O 1.01163 1.08162 1.57424
H 3.84904 -2.78554 -5.84636
H -2.97918 2.59173 4.09624
C 2.60152 -1.79512 -7.30774
H 1.32744 -1.75896 10.12104
C -4.34048 2.70576 -0.24311
S 3.30737 -1.46165 -0.31636
C -0.59916 -0.20062 8.98676
H 1.39712 -1.52709 -12.85260
S 3.21259 -0.79635 -11.52269
H 0.12566 -0.22363 6.29446
H -5.69371 1.84564 5.40050
H -9.33816 3.06137 0.99471
H 6.07745 -1.06321 -12.27439
C -0.92806 3.89825 9.45576
C -0.54862 2.30914 9.49040
O -0.37253 -2.46293 -7.41405
C 1.59438 -0.29469 4.55488
O -6.48416 1.01617 1.34526
H -2.13468 4.22909 4.49195
O 2.04481 -3.01128 -7.78927
O 1.02639 0.96666 3.97253
H 2.53157 0.54198 -1.31397
O 1.04486 1.59479 11.58315
H 3.04922 -5.56398 -1.35246
H 4.88814 1.30175 -13.81049
H 0.18456 -4.39912 -9.34317
H -0.59707 -5.33547 -8.03317
O 2.43101 -2.24619 -1.44525
O -7.00304 3.20225 2.51395
C -2.46698 1.59699 7.46152
H 5.08470 1.23981 -12.05971
H 1.86535 -0.98540 -7.36327
H 5.77777 -1.03974 -14.00904
H -6.10713 2.56970 7.17552
H 2.54644 -0.26903 10.54767
H -1.64490 0.25436 1.50983
H 3.52200 -1.86975 8.63830
C 1.91463 -1.43126 7.05875
O 0.82470 -4.09033 -5.88688
C -5.43669 3.73762 -0.04772
O 4.63689 -1.22376 -0.83390
H -0.86991 -1.20767 2.42610
C -1.12914 -0.05013 2.53676
H -3.36984 3.19106 -0.38894
C 1.31286 -0.18801 6.17670
H 2.34344 -2.15535 -5.18653
C 4.89844 0.62566 -12.94786
H -6.58636 3.49472 5.58790
H 2.74739 -0.33306 4.36152
O -1.07184 -1.45613 9.07756
H 2.32723 -3.72965 -2.83410
I -3.36372 0.01407 6.24836
C 1.49054 -1.02347 -11.88930
C -5.73944 2.81661 6.08144
H -1.83475 0.15903 3.45054
C -3.21137 3.72602 4.38522
C -2.84850 3.22232 7.35673
H -2.43919 5.47636 8.25813
H 3.65274 -1.03394 -5.57494
C -2.10704 4.34128 8.35518
H 0.99696 -0.05060 -11.90542
C 3.14553 -1.94870 -5.89882
C 5.99464 -0.40621 -13.14324
H -0.38046 4.64440 10.17027
O 3.85096 -2.09580 -11.55487
H -8.93800 1.58488 0.04753
C -8.84458 2.08850 1.01083
O -6.72012 3.13058 0.02400

## Properties
Gap between HOMO and LUMO ... 0.262 Eh
SMILES string ... CC(=O)OCCCCCN1C(=O)c2ccc(P(C)C)c(I)c2C1=O.CCOS(C)(=O)=O.CCOS(C)(=O)=O.CCOS(C)(=O)=O.CCOS(C)(=O)=O
Lowest unoccupied orbital energy ... -1.25 eV
Multiplicity ... 1
E ... -125895.879 eV